DFT (wB97M-V/def2-TZVPD) results for a 2-piece molecular cluster, CH3O2S2 overall at a distorted geometry.

XYZ file:
```
8
Properties=species:S:1:pos:R:3:mulliken_charge:R:1
C -0.871 0.096 -0.041 -0.64
O 1.920 1.253 0.967 -0.57
O -2.100 -0.670 -0.187 -0.50
S 2.771 -1.419 0.311 -0.53
S 1.789 0.223 -0.146 0.22
H -0.613 0.232 0.938 0.37
H -0.737 0.837 -0.681 0.32
H -2.159 -0.552 -1.160 0.33
```

## Properties
Kohn-Sham gap (alpha / beta) = 7.00 / 5.93 eV
Relative energy (zero: lowest compared OMol25 entry of this formula, charge and spin) = 3.253 eV
Charge = -1
E_tot = -26849.64282 eV
Highest occupied orbital energy (alpha / beta) = -3.51 / -2.41 eV
Largest force on an atom = 0.091 Eh/bohr

***

DFT (wB97M-V/def2-TZVPD) results for a 2-piece molecular cluster, CH3O3 overall at a distorted geometry.

XYZ file:
```
7
Properties=species:S:1:pos:R:3:mulliken_charge:R:1
O 0.332 -2.716 -0.678 -0.69
H 0.108 -1.801 -0.394 0.39
H -0.253 -3.294 -0.138 0.29
O -0.320 0.765 0.472 -0.63
O -0.382 2.591 -0.679 -0.66
C -0.020 1.946 0.315 0.04
H 0.535 2.510 1.103 0.25
```

## Properties
Kohn-Sham gap = 7.73 eV
Relative energy (zero: lowest compared OMol25 entry of this formula, charge and spin) = 0.614 eV
Charge = -1
E_tot = -7229.39202 eV
Highest occupied orbital energy = -3.72 eV
Largest force on an atom = 0.053 Eh/bohr

***

DFT (wB97M-V/def2-TZVPD) results for a 2-piece molecular cluster, CH3O3P overall at a distorted geometry.

XYZ file:
```
8
Properties=species:S:1:pos:R:3:mulliken_charge:R:1
C -0.388 1.454 -0.442 -0.52
O -1.254 1.750 3.774 -0.31
O 0.711 1.352 0.463 0.00
O 1.752 0.844 -0.175 -0.29
P -1.367 2.786 2.787 0.33
H -0.068 1.323 -1.490 0.29
H -0.897 2.275 -0.099 0.19
H -1.045 0.647 -0.255 0.31
```

## Properties
Kohn-Sham gap (alpha / beta) = 6.57 / 9.87 eV
Relative energy (zero: lowest compared OMol25 entry of this formula, charge and spin) = 6.945 eV
E_tot = -16511.05304 eV
Highest occupied orbital energy (alpha / beta) = -7.69 / -10.71 eV
Largest force on an atom = 0.054 Eh/bohr

***

DFT (wB97M-V/def2-TZVPD) results for an isolated ion of composition CH3O3S2 and charge -1 at a distorted geometry.

XYZ file:
```
9
Properties=species:S:1:pos:R:3:mulliken_charge:R:1
C -0.273 -0.510 -0.208 -0.89
O -0.655 0.086 2.385 -0.60
O 1.393 -1.235 2.014 -0.57
O 0.531 1.589 -2.127 -0.50
S 0.732 0.900 -0.570 0.03
S -0.045 -1.100 1.717 0.49
H -1.203 -0.050 -0.156 0.35
H -0.006 -1.384 -0.698 0.40
H -0.475 1.704 -2.356 0.29
```

## Properties
Kohn-Sham gap = 7.04 eV
Relative energy (zero: lowest compared OMol25 entry of this formula, charge and spin) = 2.317 eV
Charge = -1
E_tot = -28898.08069 eV
Highest occupied orbital energy = -3.65 eV
Largest force on an atom = 0.064 Eh/bohr

***

DFT (wB97M-V/def2-TZVPD) results for a 2-piece molecular cluster, CH3O3Si overall at a distorted geometry.

XYZ file:
```
8
Properties=species:S:1:pos:R:3:mulliken_charge:R:1
C 1.175 0.403 0.196 0.48
O 2.179 -0.137 0.699 -0.57
O 0.859 1.406 -0.454 -0.57
O -0.769 -1.991 -0.792 -0.60
Si -0.092 -1.061 0.266 0.36
H -1.641 1.850 -0.953 0.04
H -2.051 1.417 -0.490 -0.04
H 0.339 -1.885 1.529 -0.10
```

## Properties
Kohn-Sham gap = 8.06 eV
Relative energy (zero: lowest compared OMol25 entry of this formula, charge and spin) = 2.036 eV
Charge = -1
E_tot = -15106.37771 eV
Highest occupied orbital energy = -4.06 eV
Largest force on an atom = 0.052 Eh/bohr

***

DFT (wB97M-V/def2-TZVPD) results for a 2-piece molecular cluster, CH3O4 overall at a distorted geometry.

XYZ file:
```
8
Properties=species:S:1:pos:R:3:mulliken_charge:R:1
C 1.372 0.398 -0.102 0.20
O -2.884 0.765 -0.111 -0.11
O 1.400 -0.610 0.634 -0.26
O -1.122 -0.494 -0.004 -0.29
O -2.398 -0.382 0.011 0.38
H 1.073 0.502 -1.186 0.28
H 1.617 1.331 0.228 0.33
H 0.943 -1.510 0.530 0.48
```

## Properties
Kohn-Sham gap (alpha / beta) = 9.64 / 9.64 eV
Relative energy (zero: lowest compared OMol25 entry of this formula, charge and spin) = 6.588 eV
Charge = +1
E_tot = -9258.23414 eV
Highest occupied orbital energy (alpha / beta) = -16.84 / -16.84 eV
Largest force on an atom = 0.080 Eh/bohr

***

DFT (wB97M-V/def2-TZVPD) results for an isolated ion of composition CH3O4S and charge -1 at a distorted geometry.

XYZ file:
```
9
Properties=species:S:1:pos:R:3:mulliken_charge:R:1
C 0.916 -0.476 0.445 -0.10
O 0.768 0.030 -0.857 -0.44
O -1.746 0.532 -0.008 -0.72
O -0.145 -1.260 0.849 -0.59
O -0.678 2.149 -1.514 -0.55
S -0.863 0.718 -1.257 0.53
H 1.786 -1.104 0.428 0.19
H 0.893 0.185 1.327 0.26
H -0.930 -0.774 0.587 0.41
```

## Properties
Kohn-Sham gap = 8.53 eV
Relative energy (zero: lowest compared OMol25 entry of this formula, charge and spin) = 1.011 eV
Charge = -1
E_tot = -20111.61536 eV
Highest occupied orbital energy = -4.36 eV
Largest force on an atom = 0.055 Eh/bohr

***

DFT (wB97M-V/def2-TZVPD) results for CH3O4S2 as an isolated structure at a distorted geometry.

XYZ file:
```
10
Properties=species:S:1:pos:R:3:mulliken_charge:R:1
C 1.548 -0.333 -0.067 -0.22
O 0.919 2.068 0.674 -0.65
O -0.714 0.356 1.192 -0.72
O -0.317 0.910 -1.118 -0.66
O -2.117 -1.198 -0.308 -0.73
S 2.784 0.182 -0.936 -0.23
S 0.286 0.854 0.221 1.19
H 1.380 -1.387 0.106 0.34
H -1.317 -0.550 -0.328 0.39
H -2.453 -0.900 0.564 0.30
```

## Properties
Kohn-Sham gap = 8.10 eV
Relative energy (zero: lowest compared OMol25 entry of this formula, charge and spin) = 1.064 eV
Charge = -1
E_tot = -30946.88976 eV
Highest occupied orbital energy = -5.39 eV
Largest force on an atom = 0.064 Eh/bohr

***

DFT (wB97M-V/def2-TZVPD) results for CH3OS as an isolated structure at a distorted geometry.

XYZ file:
```
6
Properties=species:S:1:pos:R:3:mulliken_charge:R:1
S -0.512 1.153 0.789 -0.77
H -0.779 2.382 1.249 -0.05
O 0.510 -0.621 -1.660 -0.50
C 0.276 -0.777 -0.471 -0.10
H -0.579 -1.413 -0.178 0.22
H 1.084 -0.724 0.270 0.20
```

## Properties
Kohn-Sham gap = 7.26 eV
Relative energy (zero: lowest compared OMol25 entry of this formula, charge and spin) = 0.541 eV
Charge = -1
E_tot = -13968.09488 eV
Highest occupied orbital energy = -2.84 eV
Largest force on an atom = 0.052 Eh/bohr

***

DFT (wB97M-V/def2-TZVPD) results for one molecule with the formula CH3PS at a distorted geometry.

XYZ file:
```
6
Properties=species:S:1:pos:R:3:mulliken_charge:R:1
C 0.144 0.293 -0.457 -0.61
P -1.155 -0.978 -0.024 0.02
S 1.837 -0.152 0.139 -0.07
H 0.040 0.789 -1.429 0.36
H -0.232 0.962 0.387 0.27
H -0.634 -0.914 1.383 0.05
```

## Properties
Kohn-Sham gap (alpha / beta) = 8.24 / 6.37 eV
Relative energy (zero: lowest compared OMol25 entry of this formula, charge and spin) = 2.537 eV
E_tot = -21206.40651 eV
Highest occupied orbital energy (alpha / beta) = -9.50 / -8.46 eV
Largest force on an atom = 0.043 Eh/bohr